# 1
Entry from the OMol25 dataset: an isolated molecule of F3HN2O2S in a non-equilibrium geometry (wB97M-V/def2-TZVPD).

Positions of all 9 atoms, in Å:
O (0.889, -1.159, 1.187)
S (0.647, -0.212, 0.203)
O (1.671, 0.314, -0.707)
N (-0.859, -0.671, -0.951)
F (-0.673, -2.014, -1.101)
N (0.079, 1.233, 0.991)
F (-0.725, 0.837, 1.911)
F (-0.700, 1.957, 0.129)
H (-0.329, -0.285, -1.661)

Forces on the atoms, in the same order (eV/Å):
0.18 -1.50 1.52
0.34 2.07 -4.83
-1.89 -1.08 1.59
0.79 0.52 4.08
-0.04 -1.05 -0.23
2.40 1.08 -1.25
-2.56 -0.88 2.70
-0.14 -0.09 -0.58
0.92 0.91 -3.00

Results
LUMO energy = 0.09 eV
Structure (SMILES) = O=S(=O)(NF)N(F)F
Energy above the lowest of the compared OMol25 structures with the same formula, charge and spin = 128.8 kJ/mol
HOMO level = -11.43 eV
F_max = 0.1025 Eh/bohr
Frontier orbital gap = 11.518 eV
Energy = -26070.9160 eV

***

# 2
Entry from the OMol25 dataset: the ion C6H12N3O with charge +1 in a non-equilibrium geometry (wB97M-V/def2-TZVPD).

Positions of all 22 atoms, in Å:
C (-0.904, 1.465, -1.810)
N (-0.813, 0.258, -0.981)
C (-0.676, 0.025, 0.351)
C (-1.328, -0.621, 1.437)
O (-0.288, -0.954, 2.300)
N (0.630, 0.257, 2.365)
C (0.502, 0.918, 1.110)
N (1.517, 0.400, 0.140)
C (0.206, -0.593, -0.648)
C (0.586, -1.856, -1.309)
H (-0.348, 1.173, -2.715)
H (-2.049, 1.775, -2.088)
H (-0.372, 2.225, -1.302)
H (-2.132, -0.062, 1.842)
H (-1.803, -1.607, 1.290)
H (0.474, 0.742, 3.248)
H (0.419, 1.976, 1.106)
H (2.120, 1.110, -0.299)
H (2.293, -0.203, 0.434)
H (-0.308, -2.144, -1.926)
H (0.904, -2.547, -0.598)
H (1.372, -1.736, -1.949)

Forces on the atoms, in the same order (eV/Å):
-2.23 -1.06 -1.29
-0.39 -0.15 -1.40
2.31 1.65 1.31
-2.16 -2.57 0.92
1.67 1.83 1.08
-0.61 -1.23 -0.31
-0.69 -2.93 0.04
1.25 0.09 -1.45
0.26 1.80 -0.80
-2.70 0.65 0.09
-0.50 0.52 0.08
3.02 -0.87 0.90
0.27 1.25 0.38
-0.59 1.14 0.96
0.30 0.28 -0.73
-0.42 0.02 -0.53
0.06 0.85 0.10
-0.99 0.22 -0.53
-0.92 -0.41 1.11
0.91 -0.17 0.84
0.07 -1.54 1.16
2.09 0.61 -1.93

Results
LUMO energy = -3.18 eV
Structure (SMILES) = CN1[C@]23CON[C@H]2[NH2+][C@]13C
Charge = +1
Energy above the lowest of the compared OMol25 structures with the same formula, charge and spin = 674.6 kJ/mol
HOMO level = -13.54 eV
F_max = 0.0676 Eh/bohr
Frontier orbital gap = 10.360 eV
Energy = -12922.5259 eV

***

Number 2 is which compound?
C6H12N3O

***

Please write out number 2 again, unchanged.
Entry from the OMol25 dataset: the ion C6H12N3O with charge +1 in a non-equilibrium geometry (wB97M-V/def2-TZVPD).

Positions of all 22 atoms, in Å:
C (-0.904, 1.465, -1.810)
N (-0.813, 0.258, -0.981)
C (-0.676, 0.025, 0.351)
C (-1.328, -0.621, 1.437)
O (-0.288, -0.954, 2.300)
N (0.630, 0.257, 2.365)
C (0.502, 0.918, 1.110)
N (1.517, 0.400, 0.140)
C (0.206, -0.593, -0.648)
C (0.586, -1.856, -1.309)
H (-0.348, 1.173, -2.715)
H (-2.049, 1.775, -2.088)
H (-0.372, 2.225, -1.302)
H (-2.132, -0.062, 1.842)
H (-1.803, -1.607, 1.290)
H (0.474, 0.742, 3.248)
H (0.419, 1.976, 1.106)
H (2.120, 1.110, -0.299)
H (2.293, -0.203, 0.434)
H (-0.308, -2.144, -1.926)
H (0.904, -2.547, -0.598)
H (1.372, -1.736, -1.949)

Forces on the atoms, in the same order (eV/Å):
-2.23 -1.06 -1.29
-0.39 -0.15 -1.40
2.31 1.65 1.31
-2.16 -2.57 0.92
1.67 1.83 1.08
-0.61 -1.23 -0.31
-0.69 -2.93 0.04
1.25 0.09 -1.45
0.26 1.80 -0.80
-2.70 0.65 0.09
-0.50 0.52 0.08
3.02 -0.87 0.90
0.27 1.25 0.38
-0.59 1.14 0.96
0.30 0.28 -0.73
-0.42 0.02 -0.53
0.06 0.85 0.10
-0.99 0.22 -0.53
-0.92 -0.41 1.11
0.91 -0.17 0.84
0.07 -1.54 1.16
2.09 0.61 -1.93

Results
LUMO energy = -3.18 eV
Structure (SMILES) = CN1[C@]23CON[C@H]2[NH2+][C@]13C
Charge = +1
Energy above the lowest of the compared OMol25 structures with the same formula, charge and spin = 674.6 kJ/mol
HOMO level = -13.54 eV
F_max = 0.0676 Eh/bohr
Frontier orbital gap = 10.360 eV
Energy = -12922.5259 eV

***

Which of these has the highest LUMO energy?
F3HN2O2S